1.
Entry from OMol25: a 2-piece molecular cluster, C12H17N overall at a distorted geometry (ωB97M-V/def2-TZVPD).

Positions of all 30 atoms, in Å:
C1 -2.81826 -0.83866 -0.03711
C2 -1.80848 -0.04124 0.70531
C3 -1.54333 -0.13745 2.02892
N1 -0.80902 0.94736 2.49217
C4 -0.41412 1.66391 1.34733
C5 0.27701 2.86491 1.32619
C6 0.43187 3.40669 0.05776
C7 -0.24922 2.92672 -1.06100
C8 -1.02442 1.77490 -0.98529
C9 -1.07267 1.11719 0.24012
H1 -2.71653 -0.83417 -1.12806
H2 -3.80885 -0.41062 0.02682
H3 -2.86528 -1.85937 0.33645
H4 -1.70312 -0.99448 2.67176
H5 -0.09290 0.79782 3.18752
H6 0.63808 3.44258 2.16301
H7 1.09071 4.21289 -0.13069
H8 -0.19043 3.50031 -1.97897
H9 -1.66321 1.44638 -1.78934
C10 3.00160 -1.63353 -1.28142
C11 1.93278 -2.11924 -0.26705
C12 0.63761 -2.57953 -0.92633
H10 3.92381 -1.48097 -0.72721
H11 2.67484 -0.64365 -1.60680
H12 3.14459 -2.35193 -2.06218
H13 2.34475 -2.91870 0.34163
H14 1.82689 -1.29168 0.43850
H15 0.49832 -3.64728 -0.77943
H16 -0.28622 -2.05526 -0.66507
H17 0.64319 -2.26389 -1.93756

Force components x, y, z for each atom (eV/Å):
-0.155 -0.131 -0.718
-0.002 0.450 0.067
0.263 -0.596 0.239
0.869 -0.344 -0.745
-0.697 0.457 1.384
0.204 0.153 -1.291
-0.306 -0.344 -0.098
-0.231 -0.620 -0.226
0.002 0.587 0.240
-0.293 -0.087 -0.080
0.718 -0.286 0.135
-0.418 0.221 0.607
-0.035 -0.100 -0.133
-0.398 0.294 0.102
-0.226 0.017 0.234
0.180 -0.499 0.354
0.376 1.015 0.248
0.067 -0.181 -0.037
0.112 -0.047 -0.297
-0.768 0.322 1.590
0.606 0.448 0.125
-0.452 0.568 0.670
0.307 -0.050 -0.159
0.132 -0.214 -0.600
0.120 -0.149 -0.665
0.085 -0.278 -0.013
-0.478 0.007 -0.002
-0.162 -0.021 -0.436
0.163 -0.113 1.018
0.416 -0.479 -1.512

SMILES: Cc1c[nH]c2ccccc12.CCC
Gap between HOMO and LUMO in eV: 8.816
Energy above the lowest of the compared OMol25 structures with the same formula, charge and spin in kcal/mol: 20.8
E_LUMO in eV: 0.92
E_HOMO in Ha: -0.2901

2.
Entry from OMol25: a 2-piece molecular cluster, C12H17N overall at a distorted geometry (ωB97M-V/def2-TZVPD).

Positions of all 30 atoms, in Å:
C1 1.11945 -0.45985 -2.01016
C2 -1.67974 -1.26814 0.32944
C3 -0.28336 -1.17106 0.07403
C4 -0.10032 -0.58692 -1.19356
C5 -1.41958 -0.41086 -1.71733
C6 -1.18901 -2.23020 2.47331
C7 -2.11368 -1.79704 1.51360
C8 0.17508 -2.05534 2.26266
C9 0.63796 -1.51883 1.06971
N1 -2.31579 -0.70230 -0.79165
H1 -1.52384 -2.66139 3.39506
H2 -3.17700 -2.01338 1.60491
H3 0.91194 -2.28002 3.01483
H4 1.69549 -1.40337 0.90314
H5 -3.30233 -0.83129 -0.98018
H6 -1.69433 0.01266 -2.67385
H7 0.89603 0.04118 -2.93971
H8 1.61125 -1.42172 -2.21687
H9 1.95201 0.00369 -1.47453
C10 2.42341 2.99843 -0.51974
C11 1.72165 2.77538 0.80311
C12 1.67484 3.96035 -1.49604
H10 3.37668 3.49652 -0.37349
H11 2.54063 2.11397 -1.12418
H12 2.35176 2.18367 1.47510
H13 1.78629 3.62334 -2.50446
H14 0.58903 3.82623 -1.37036
H15 1.94997 4.99127 -1.35836
H16 1.44459 3.67137 1.35679
H17 0.83327 2.16949 0.61403

Force components x, y, z for each atom (eV/Å):
0.727 -0.168 0.373
1.724 0.240 0.377
-0.124 0.657 0.339
-0.150 -1.081 -0.511
0.290 0.913 0.180
0.578 0.434 -0.371
-1.434 -0.550 -0.698
0.142 0.348 -0.236
-0.172 -0.346 0.006
-0.776 -1.104 -0.033
-0.254 -0.158 0.238
0.146 0.257 0.467
-0.113 -0.272 0.239
0.185 0.086 -0.038
0.028 0.326 0.009
-0.057 -0.176 0.014
0.254 0.199 -0.219
-0.673 -0.189 -0.165
-0.318 0.601 0.036
-0.383 1.950 -0.895
0.182 -0.897 0.046
-1.099 -1.155 1.010
0.445 -0.494 0.145
0.413 -0.716 0.416
-0.005 0.039 -0.015
0.690 0.196 -0.812
0.097 0.408 0.328
-0.031 0.359 -0.104
-0.017 0.155 -0.314
-0.296 0.137 0.189

Gap between HOMO and LUMO (alpha / beta) in eV: 9.252 / 6.634
Energy above the lowest of the compared OMol25 structures with the same formula, charge and spin in kcal/mol: 10.4
E_LUMO (alpha / beta) in eV: -3.73 / -6.94
E_HOMO (alpha / beta) in Ha: -0.4770 / -0.4989
2S+1: 2
Charge: +1

3.
Entry from OMol25: a 2-piece molecular cluster, C12H17N overall at a distorted geometry (ωB97M-V/def2-TZVPD).

Positions of all 30 atoms, in Å:
C1 0.02713 2.97605 0.93764
C2 1.03219 0.35195 -1.45498
C3 1.16697 0.98087 -0.20341
C4 0.18033 1.98547 -0.14521
C5 -0.57465 1.88892 -1.34475
C6 1.91280 -0.60372 -1.89017
C7 2.87509 -1.04817 -0.96502
C8 2.03407 0.41972 0.74560
C9 2.85933 -0.61401 0.35399
N1 -0.05321 0.94424 -2.10936
H1 -0.50091 0.66174 -2.96886
H2 2.11794 -0.75487 -2.94344
H3 -1.51089 2.36482 -1.59005
H4 3.60218 -1.77630 -1.29928
H5 2.02005 0.68408 1.79257
H6 0.54541 2.70418 1.85833
H7 -1.00553 2.99575 1.30936
H8 3.43974 -1.12636 1.11097
H9 0.35679 3.94218 0.55399
C10 -2.21661 -1.11094 0.81065
C11 -0.84406 -1.04160 1.47100
C12 -2.53494 -2.38164 0.01135
H10 -2.94358 -1.09696 1.62982
H11 -2.50072 -0.24794 0.20516
H12 -0.70908 -1.72025 2.31098
H13 -0.72777 -0.01467 1.82408
H14 -2.90350 -3.22121 0.59583
H15 -3.31971 -2.13339 -0.70666
H16 -0.12985 -1.31407 0.69427
H17 -1.69499 -2.69388 -0.59440

Force components x, y, z for each atom (eV/Å):
-0.701 -0.336 0.539
0.544 -0.271 -0.189
-0.811 -0.242 -0.110
0.499 -0.116 0.775
-0.118 -0.206 0.271
1.010 0.828 -0.355
-0.364 -0.166 -0.151
0.219 -0.126 0.131
-0.055 -0.285 0.331
-0.476 0.389 -0.307
0.321 -0.236 -0.094
-0.652 -0.627 -0.026
0.124 0.243 -0.123
0.011 -0.010 0.086
-0.037 0.390 -0.032
0.594 0.034 -0.398
-0.088 0.458 -0.572
0.259 0.161 -0.177
-0.187 0.195 0.355
-1.197 -0.989 1.080
-0.430 0.225 -0.844
-0.218 0.578 -0.471
-0.133 0.233 -0.069
0.595 0.213 -0.055
-0.230 -0.085 -0.043
0.496 -0.109 0.055
0.244 0.024 0.191
-0.124 -0.161 0.061
0.504 0.251 0.212
0.399 -0.256 -0.071

Gap between HOMO and LUMO (alpha / beta) in eV: 9.166 / 6.650
Energy above the lowest of the compared OMol25 structures with the same formula, charge and spin in kcal/mol: 11.3
E_LUMO (alpha / beta) in eV: -3.71 / -6.84
E_HOMO (alpha / beta) in Ha: -0.4733 / -0.4959
2S+1: 2
Charge: +1

4.
Entry from OMol25: an isolated ion of composition C12H17N2 and charge +1 at a distorted geometry (ωB97M-V/def2-TZVPD).

Positions of all 31 atoms, in Å:
C1 -1.24960 -1.69360 -1.93098
N1 -0.99044 -0.92933 -0.70241
C2 -2.18378 -0.11371 -0.28845
C3 -1.54262 0.83009 0.64710
C4 -2.22695 1.76363 1.40300
C5 -1.48823 2.72327 2.14072
C6 -0.09916 2.70792 2.03117
C7 0.55597 1.75032 1.26910
C8 -0.15791 0.85666 0.49779
C9 0.21575 -0.29533 -0.74484
C10 1.46991 -0.90683 -0.33939
N2 1.19080 -1.70780 0.88803
C11 2.34940 -1.47720 -1.35264
C12 2.75669 -0.17893 -0.67049
H1 -0.27189 -2.13659 -2.41049
H2 -1.98721 -2.49792 -1.74219
H3 -1.77808 -1.05673 -2.69598
H4 -0.71646 -1.67794 -0.03556
H5 -2.95332 -0.79960 0.04752
H6 -2.52610 0.45296 -1.14182
H7 -3.33373 1.93499 1.40098
H8 -2.04062 3.45750 2.81489
H9 0.62649 3.23122 2.73899
H10 1.72038 1.75105 1.36381
H11 0.48580 0.33775 -1.65126
H12 2.06433 -2.19810 1.07034
H13 0.92678 -1.13775 1.68487
H14 1.98566 -1.39218 -2.35872
H15 2.98519 -2.32420 -0.94274
H16 3.55578 -0.02514 0.15958
H17 2.65716 0.75153 -1.14995

Force components x, y, z for each atom (eV/Å):
-0.187 -1.230 -2.892
-1.959 -4.349 -1.349
0.863 -0.125 0.039
-0.300 0.835 0.167
-0.435 1.753 0.878
-0.749 0.263 0.186
1.147 -0.168 2.068
2.826 -0.024 -0.312
-0.434 -1.308 -1.442
3.089 8.842 1.665
-0.585 -1.644 2.212
0.937 0.206 -1.344
2.200 -0.827 1.210
0.472 -0.006 2.314
-1.958 0.895 1.237
0.677 0.245 0.153
0.927 -0.314 0.779
-0.831 0.048 0.803
-0.074 0.073 0.267
-0.180 -0.190 -0.562
1.060 -0.861 -0.027
0.953 -1.058 -1.116
-1.598 -0.072 -1.104
-2.296 -0.148 -0.600
-1.250 -0.821 0.671
-0.504 -0.221 0.530
0.372 0.177 -0.011
0.495 -0.471 -0.456
-1.043 0.746 -1.382
-1.366 -1.146 -1.599
-0.272 0.902 -0.985

SMILES: C[N@@H+]1Cc2ccccc2[C@H]1C1(N)CC1
Gap between HOMO and LUMO in eV: 10.432
Energy above the lowest of the compared OMol25 structures with the same formula, charge and spin in kcal/mol: 61.8
E_LUMO in eV: -2.45
E_HOMO in Ha: -0.4732
Charge: +1